Record 1
Density functional theory data (ωB97M-V with the def2-TZVPD basis set) for the ion C2H5N2S with charge +1.

```
10
C2H5N2S, DFT ωB97M-V with the def2-TZVPD basis set
H -1.65 1.43 -0.14
N -0.70 1.58 -0.07
C 0.20 0.73 -0.04
N 0.02 -0.77 -0.14
C 1.68 0.90 0.07
S 2.94 -0.27 0.04
H -0.02 -1.10 -1.03
H -0.81 -1.00 0.43
H 1.07 -1.14 0.20
H 2.06 1.92 0.02
```

structure (SMILES): [H]/N=C(\[NH3+])C=S
calculated total energy: -15961.17211 eV
energy relative to the best compared isomer or geometry (same formula, charge and spin): 1.766 eV
net charge: +1

Mulliken atomic charge list, values in e, 8 entries: number 1, H, carries 0.25; number 2, N, carries -0.43; number 3, C, carries 0.59; number 4, N, carries -0.29; number 5, C, carries -0.31; number 6, S, carries -0.12; number 7, H, carries 0.30; number 8, H, carries 0.37

Record 2
Density functional theory data (ωB97M-V with the def2-TZVPD basis set) for the ion C2H5N2Si with charge +1.

```
10
C2H5N2Si, DFT ωB97M-V with the def2-TZVPD basis set
C -2.57 0.74 -0.13
C -0.61 -0.72 -0.05
N -1.53 0.18 0.05
N 0.79 -0.58 -0.09
Si 2.04 0.56 -0.04
H -3.29 1.20 0.51
H -0.97 -1.74 -0.08
H 1.16 -1.53 -0.16
H 3.34 -0.05 -0.07
H 1.64 1.95 0.05
```

calculated total energy: -13002.08713 eV
energy relative to the best compared isomer or geometry (same formula, charge and spin): 2.819 eV
net charge: +1

Mulliken atomic charge list, values in e, 8 entries: number 1, C, carries -0.10; number 2, C, carries -0.10; number 3, N, carries -0.04; number 4, N, carries -0.17; number 5, Si, carries 0.38; number 6, H, carries 0.32; number 7, H, carries 0.30; number 8, H, carries 0.35

Record 3
Density functional theory data (ωB97M-V with the def2-TZVPD basis set) for the molecule C2H5N3.

```
10
C2H5N3, DFT ωB97M-V with the def2-TZVPD basis set
C 1.91 0.51 -0.01
C -1.38 -0.19 -0.26
N 1.74 -0.74 -0.22
N 0.73 -1.50 0.07
N -0.61 -1.22 0.10
H 1.18 1.18 0.47
H 3.00 0.93 0.01
H -2.53 -0.30 -0.40
H -0.86 0.74 -0.48
H -0.98 -1.97 0.61
```

calculated total energy: -6620.50069 eV
energy relative to the best compared isomer or geometry (same formula, charge and spin): 4.437 eV

Mulliken atomic charge list, values in e, 8 entries: number 1, C, carries -0.26; number 2, C, carries -0.23; number 3, N, carries -0.24; number 4, N, carries -0.59; number 5, N, carries 0.22; number 6, H, carries 0.21; number 7, H, carries 0.22; number 8, H, carries 0.22

Record 4
Density functional theory data (ωB97M-V with the def2-TZVPD basis set) for a structure of composition C2H5N3O.

```
11
C2H5N3O, DFT ωB97M-V with the def2-TZVPD basis set
C 0.62 -0.94 0.40
C -0.38 0.72 0.27
N -0.40 -0.80 -0.28
N 0.38 1.58 -0.49
N -1.12 0.99 1.25
O 1.62 -1.27 0.90
H -0.52 -2.74 -0.76
H -0.12 -3.35 -1.07
H 0.25 2.57 -0.40
H 0.88 1.24 -1.29
H -1.21 1.98 1.47
```

calculated total energy: -8670.74049 eV
energy relative to the best compared isomer or geometry (same formula, charge and spin): 2.902 eV

Mulliken atomic charge list, values in e, 8 entries: number 1, C, carries 0.54; number 2, C, carries 0.65; number 3, N, carries -0.46; number 4, N, carries -0.40; number 5, N, carries -0.61; number 6, O, carries -0.40; number 7, H, carries -0.11; number 8, H, carries 0.14

Record 5
Density functional theory data (ωB97M-V with the def2-TZVPD basis set) for the molecule C2H5N3O.

```
11
C2H5N3O, DFT ωB97M-V with the def2-TZVPD basis set
H 2.28 0.89 0.97
N 2.18 0.67 -0.11
C 1.22 -0.03 -0.38
N 0.51 -0.93 0.38
N -0.76 -1.00 -0.01
C -1.65 0.13 -0.07
O -1.38 1.29 0.15
H 1.07 -0.30 -1.45
H 0.54 -0.81 1.50
H -1.08 -1.86 -0.69
H -2.68 -0.05 -0.69
```

structure (SMILES): [H]/N=C\NNC=O
calculated total energy: -8670.31628 eV
energy relative to the best compared isomer or geometry (same formula, charge and spin): 3.326 eV

Mulliken atomic charge list, values in e, 8 entries: number 1, H, carries 0.24; number 2, N, carries -0.57; number 3, C, carries 0.06; number 4, N, carries -0.28; number 5, N, carries -0.24; number 6, C, carries 0.08; number 7, O, carries -0.46; number 8, H, carries 0.32

Record 6
Density functional theory data (ωB97M-V with the def2-TZVPD basis set) for the molecule C2H5N3O.

```
11
C2H5N3O, DFT ωB97M-V with the def2-TZVPD basis set
N 2.46 0.01 -0.14
N 1.22 -0.65 -0.04
C 0.19 0.13 -0.12
N -1.08 -0.44 -0.11
C -2.23 0.22 -0.04
O -3.29 -0.34 -0.01
H 2.51 0.74 0.59
H 3.12 -0.75 0.12
H 0.25 1.20 -0.11
H -1.09 -1.44 0.01
H -2.07 1.33 -0.14
```

structure (SMILES): N/N=C/NC=O
calculated total energy: -8671.77888 eV
energy relative to the best compared isomer or geometry (same formula, charge and spin): 1.864 eV

Mulliken atomic charge list, values in e, 8 entries: number 1, N, carries -0.53; number 2, N, carries -0.30; number 3, C, carries -0.01; number 4, N, carries -0.10; number 5, C, carries 0.20; number 6, O, carries -0.55; number 7, H, carries 0.25; number 8, H, carries 0.28